Record 1
Entry from the OMol25 dataset: C22H30N4O5S in the gas phase at a distorted geometry (ωB97M-V with the def2-TZVPD basis set).

Computed properties:
energy relative to the best compared isomer or geometry (same formula, charge and spin) = 204.42 kJ/mol
frontier orbital gap = 0.3332 hartree
HOMO energy = -8.4 eV
SMILES = COCCNC(=O)[C@H](c1ccc(C)cc1)N(CCOC)C(=O)CCC(=O)Nc1nccs1

```
! wB97M-V def2-TZVPD RIJCOSX def2/J DEFGRID3
* xyz 0 1
C -3.731 2.644 2.457
H -4.631 2.537 3.072
O -3.110 1.396 2.256
C -3.951 0.454 1.622
H -4.313 0.860 0.667
C -3.164 -0.834 1.380
N -2.334 -0.763 0.201
C -0.984 -0.764 0.254
O -0.364 -0.863 1.290
C -0.350 -0.695 -1.145
N 1.011 -0.190 -1.122
C 1.456 0.926 -1.757
O 2.642 1.196 -1.776
C 0.471 1.854 -2.459
H -0.333 1.326 -2.973
C -0.111 2.905 -1.497
C -1.140 2.304 -0.577
O -2.245 1.956 -0.962
N -0.826 2.134 0.740
C 0.345 2.329 1.415
N 1.412 2.912 0.993
C 2.385 2.923 1.934
C 2.059 2.348 3.118
S 0.446 1.739 3.070
H 2.658 2.244 3.999
H 3.326 3.378 1.688
H -1.583 1.729 1.306
H -0.621 3.665 -2.094
H 0.696 3.359 -0.927
H 1.062 2.384 -3.209
C 2.034 -1.044 -0.534
H 2.842 -1.179 -1.259
H 1.597 -2.012 -0.299
C 2.636 -0.450 0.738
O 3.628 -1.338 1.207
C 4.232 -0.883 2.386
H 4.979 -1.624 2.664
H 3.497 -0.782 3.196
H 4.719 0.090 2.235
H 1.851 -0.330 1.496
H 3.078 0.531 0.515
C -0.394 -2.054 -1.824
C -0.121 -2.126 -3.185
C -0.126 -3.341 -3.841
C -0.404 -4.519 -3.156
C -0.669 -4.443 -1.796
C -0.662 -3.228 -1.134
H -0.861 -3.200 -0.073
H -0.880 -5.347 -1.242
C -0.390 -5.834 -3.872
H -0.892 -6.602 -3.288
H -0.879 -5.751 -4.841
H 0.638 -6.153 -4.044
H 0.088 -3.378 -4.899
H 0.105 -1.221 -3.732
H -0.962 -0.011 -1.736
H -2.795 -0.529 -0.665
H -3.864 -1.670 1.277
H -2.499 -1.014 2.229
H -4.817 0.245 2.267
H -4.004 3.105 1.501
H -3.010 3.272 2.976
*
```

Atomic partial charges in e from the natural (NBO) method, atoms 1 to 5:
1. C -0.254
2. H 0.176
3. O -0.559
4. C -0.069
5. H 0.184

***

Record 2
Entry from the OMol25 dataset: a molecular structure, C22H30N4OS5Sn (ωB97M-V with the def2-TZVPD basis set).

Computed properties:
energy relative to the best compared isomer or geometry (same formula, charge and spin) = 150.36 kJ/mol
frontier orbital gap = 0.2607 hartree
HOMO energy = -13.1 eV

```
! wB97M-V def2-TZVPD RIJCOSX def2/J DEFGRID3
* xyz 2 1
Sn -1.174 0.747 -1.484
C -4.651 0.619 -2.798
C -4.536 2.117 -3.046
S -2.811 2.677 -3.129
C -2.793 4.103 -2.015
C -3.210 3.853 -0.574
S -2.264 2.554 0.281
C -3.567 1.520 1.000
C -4.566 0.903 0.034
S -3.823 -0.056 -1.331
H -4.216 0.054 -3.624
H -5.699 0.328 -2.723
H -5.054 2.703 -2.291
H -5.000 2.335 -4.006
H -3.428 4.878 -2.441
H -1.762 4.452 -2.063
H -4.264 3.598 -0.490
H -3.044 4.762 0.001
H -4.091 2.131 1.736
H -3.007 0.754 1.533
H -5.223 1.645 -0.417
H -5.189 0.206 0.592
C 4.291 -0.981 1.413
C 3.402 -1.128 0.238
N 2.143 -0.729 0.245
N 1.532 -0.134 1.295
C 0.264 -0.127 1.518
S -1.047 -0.837 0.596
S -0.143 0.707 3.038
C -0.706 -0.796 3.948
C 0.466 -1.679 4.276
C 0.678 -2.843 3.545
C 1.792 -3.641 3.793
C 2.705 -3.270 4.770
C 2.498 -2.104 5.505
C 1.386 -1.314 5.258
C 3.653 -1.688 -1.035
C 4.780 -2.261 -1.640
C 4.642 -2.698 -2.933
C 3.411 -2.583 -3.611
C 2.293 -2.022 -3.028
C 2.461 -1.577 -1.729
O 1.505 -0.987 -0.962
H 3.722 -0.756 2.311
H 5.003 -0.171 1.232
H 4.861 -1.900 1.556
H -1.432 -1.303 3.318
H -1.210 -0.394 4.827
H -0.045 -3.141 2.788
H 1.936 -4.560 3.235
H 3.574 -3.889 4.966
H 3.204 -1.815 6.275
H 1.229 -0.405 5.832
H 5.718 -2.355 -1.105
H 5.487 -3.142 -3.443
H 3.337 -2.954 -4.626
H 1.343 -1.950 -3.539
N 0.510 2.816 -2.857
N 0.773 1.675 -3.696
H 0.384 3.649 -3.421
H 1.335 2.976 -2.294
H 1.620 1.808 -4.235
H 0.019 1.623 -4.370
*
```

Atomic partial charges in e from the natural (NBO) method, atoms 1 to 5:
1. Sn 1.048
2. C -0.535
3. C -0.550
4. S 0.240
5. C -0.538

***

Record 3
Entry from the OMol25 dataset: C22H30N6O2 in the gas phase at a distorted geometry (ωB97M-V with the def2-TZVPD basis set).

Computed properties:
energy relative to the best compared isomer or geometry (same formula, charge and spin) = 0.00 kJ/mol
frontier orbital gap = 0.3087 hartree
HOMO energy = -7.8 eV
SMILES = CCCCCn1c(N2CCN(Cc3ccccc3)CC2)nc2c1c(=O)[nH]c(=O)n2C

```
! wB97M-V def2-TZVPD RIJCOSX def2/J DEFGRID3
* xyz 0 1
C -0.618 -3.936 -0.587
C -2.081 -4.027 -1.006
C -2.908 -2.788 -0.658
C -3.077 -2.535 0.844
H -4.060 -2.105 1.038
H -3.023 -3.479 1.388
C -2.030 -1.586 1.440
N -2.062 -0.298 0.791
C -1.217 0.212 -0.143
N -1.695 1.305 -0.728
C -2.890 1.522 -0.144
C -3.157 0.551 0.810
C -4.343 0.579 1.603
O -4.699 -0.184 2.480
N -5.134 1.673 1.238
C -4.915 2.659 0.295
O -5.714 3.550 0.114
N -3.738 2.553 -0.412
C -3.396 3.537 -1.414
H -4.219 4.245 -1.477
H -3.243 3.045 -2.374
H -2.477 4.050 -1.130
H -6.002 1.773 1.751
N -0.030 -0.388 -0.483
C 0.528 0.035 -1.763
H -0.292 0.163 -2.468
C 1.320 1.343 -1.635
N 2.362 1.276 -0.629
C 1.799 0.848 0.635
C 1.008 -0.470 0.542
H 0.561 -0.681 1.513
H 1.672 -1.297 0.273
H 2.604 0.744 1.365
H 1.119 1.637 0.973
C 3.548 0.537 -1.031
C 4.676 0.780 -0.063
C 5.413 -0.271 0.463
C 6.454 -0.028 1.343
C 6.761 1.269 1.713
C 6.026 2.324 1.196
C 4.991 2.081 0.313
H 4.408 2.895 -0.091
H 6.262 3.338 1.483
H 7.572 1.458 2.401
H 7.022 -0.855 1.744
H 5.176 -1.287 0.180
H 3.380 -0.548 -1.129
H 3.842 0.916 -2.016
H 1.765 1.607 -2.596
H 0.623 2.133 -1.342
H 1.179 -0.773 -2.111
H -1.033 -2.005 1.321
H -2.250 -1.441 2.502
H -3.897 -2.916 -1.102
H -2.454 -1.913 -1.130
H -2.126 -4.168 -2.089
H -2.537 -4.905 -0.543
H -0.053 -4.758 -1.021
H -0.185 -2.999 -0.932
H -0.515 -3.996 0.493
*
```

Atomic partial charges in e from the natural (NBO) method, atoms 1 to 5:
1. C -0.615
2. C -0.387
3. C -0.401
4. C -0.416
5. H 0.232

***

Record 4
Entry from the OMol25 dataset: C22H30N6O3 in the gas phase (ωB97M-V with the def2-TZVPD basis set).

Computed properties:
energy relative to the best compared isomer or geometry (same formula, charge and spin) = 149.55 kJ/mol
frontier orbital gap = 0.2906 hartree
HOMO energy = -7.7 eV
SMILES = CCc1nn(CC(=O)NCCN2CCN(C)CC2)c(=O)c2cc3c(OC)cccc3n12

```
! wB97M-V def2-TZVPD RIJCOSX def2/J DEFGRID3
* xyz 0 1
C 3.520 0.057 0.825
H 3.142 0.943 0.319
H 3.310 -0.811 0.205
H 4.598 0.152 0.932
C 2.869 -0.127 2.197
C 1.381 -0.208 2.080
N 0.869 -1.378 2.121
N -0.459 -1.583 2.016
C -1.377 -0.575 1.884
O -2.580 -0.804 1.809
C -0.793 0.747 1.843
C -1.407 1.962 1.720
C -0.384 2.937 1.730
C -0.444 4.342 1.644
C 0.746 5.042 1.689
C 1.962 4.367 1.814
C 2.049 2.996 1.900
C 0.859 2.269 1.860
N 0.595 0.918 1.927
H 3.015 2.534 1.993
H 2.870 4.951 1.845
H 0.760 6.118 1.628
O -1.682 4.881 1.525
C -1.798 6.281 1.442
H -1.409 6.769 2.342
H -2.864 6.484 1.354
H -1.280 6.676 0.562
H -2.460 2.134 1.637
C -0.869 -2.974 2.059
H -0.032 -3.544 2.462
H -1.749 -3.062 2.700
C -1.200 -3.502 0.649
O -0.463 -4.259 0.050
N -2.365 -3.035 0.181
H -2.845 -2.318 0.720
C -2.832 -3.279 -1.162
H -3.869 -3.627 -1.113
H -2.213 -4.072 -1.586
C -2.782 -2.016 -2.051
N -1.493 -1.580 -2.530
C -0.778 -2.550 -3.339
H -1.469 -2.973 -4.071
C 0.361 -1.825 -4.066
N 1.283 -1.159 -3.166
C 2.192 -2.059 -2.485
H 2.939 -1.459 -1.964
H 1.717 -2.733 -1.761
H 2.704 -2.664 -3.233
C 0.540 -0.286 -2.277
H 1.231 0.156 -1.555
C -0.603 -1.000 -1.542
H -1.163 -0.276 -0.943
H -0.172 -1.758 -0.869
H 0.114 0.514 -2.890
H 0.918 -2.528 -4.688
H -0.074 -1.054 -4.711
H -0.362 -3.372 -2.733
H -3.400 -2.209 -2.934
H -3.228 -1.184 -1.498
H 3.207 -1.070 2.626
H 3.145 0.681 2.875
*
```

Atomic partial charges in e from the natural (NBO) method, atoms 1 to 5:
1. C -0.610
2. H 0.209
3. H 0.220
4. H 0.217
5. C -0.429

***

Record 5
Entry from the OMol25 dataset: a gas-phase ion, C22H30NO4 (charge +1) (ωB97M-V with the def2-TZVPD basis set).

Computed properties:
energy relative to the best compared isomer or geometry (same formula, charge and spin) = 6.99 kJ/mol
frontier orbital gap = 0.3206 hartree
HOMO energy = -10.8 eV
SMILES = CCOC(=O)C[C@H]([NH2+]Cc1ccc(OC)c(OCC)c1)c1ccc(C)cc1

```
! wB97M-V def2-TZVPD RIJCOSX def2/J DEFGRID3
* xyz 1 1
C 0.223 4.474 -3.809
C 0.870 4.535 -2.435
H 1.463 5.443 -2.316
H 0.116 4.470 -1.647
O 1.815 3.460 -2.263
C 1.388 2.309 -1.835
O 0.236 2.052 -1.523
C 2.491 1.267 -1.756
H 2.414 0.639 -2.647
H 3.458 1.768 -1.782
C 2.380 0.411 -0.482
C 2.702 1.228 0.750
C 3.995 1.198 1.260
C 4.334 1.957 2.362
C 3.392 2.767 2.990
C 2.101 2.791 2.476
C 1.755 2.036 1.370
H 0.743 2.098 0.999
H 1.353 3.411 2.945
C 3.764 3.570 4.191
H 4.721 4.065 4.042
H 3.863 2.916 5.058
H 3.009 4.319 4.414
H 5.343 1.922 2.743
H 4.742 0.577 0.788
N 1.007 -0.168 -0.391
H 0.773 -0.352 0.590
C 0.760 -1.413 -1.169
C -0.640 -1.883 -0.892
C -1.670 -1.666 -1.789
C -2.953 -2.079 -1.476
C -3.252 -2.696 -0.267
C -2.202 -2.930 0.656
C -0.921 -2.510 0.315
H -0.140 -2.712 1.033
O -2.291 -3.473 1.889
C -3.363 -4.323 2.281
C -3.369 -5.641 1.519
H -3.585 -5.477 0.466
H -4.132 -6.294 1.932
H -2.402 -6.130 1.606
H -4.323 -3.812 2.181
H -3.164 -4.503 3.341
O -4.505 -3.082 0.081
C -5.559 -2.938 -0.846
H -6.434 -3.358 -0.353
H -5.362 -3.491 -1.768
H -5.747 -1.885 -1.078
H -3.738 -1.899 -2.191
H -1.484 -1.183 -2.736
H 0.891 -1.198 -2.229
H 1.490 -2.165 -0.860
H 0.364 0.598 -0.751
H 3.096 -0.416 -0.552
H -0.424 5.336 -3.937
H -0.375 3.572 -3.910
H 0.983 4.488 -4.586
*
```

Atomic partial charges in e from the natural (NBO) method, atoms 1 to 5:
1. C -0.636
2. C -0.081
3. H 0.209
4. H 0.204
5. O -0.463

***

Record 6
Entry from the OMol25 dataset: a molecular structure, C22H30NOPPdSSiTe (ωB97M-V with the def2-TZVPD basis set).

Computed properties:
frontier orbital gap = 0.1808 hartree
HOMO energy = -0.5 eV

```
! wB97M-V def2-TZVPD RIJCOSX def2/J DEFGRID3
* xyz -2 1
Pd 1.145 -0.297 0.086
C -2.457 -3.802 0.226
Si -1.107 -2.946 -0.821
C -1.190 -3.744 -2.540
C 0.517 -3.492 -0.053
N -1.229 -1.252 -0.892
C -2.182 -0.592 -1.549
C -3.434 -1.108 -2.007
C -4.364 -0.354 -2.703
C -4.135 0.981 -3.010
C -2.931 1.541 -2.574
C -2.021 0.799 -1.856
O -0.801 1.359 -1.485
C -0.745 2.502 -0.767
C 0.529 3.047 -0.605
C 0.691 4.180 0.172
C -0.397 4.789 0.790
C -1.658 4.237 0.625
C -1.843 3.098 -0.147
H -2.240 -4.873 0.313
H -3.462 -3.695 -0.193
H -2.471 -3.381 1.237
H -1.103 -4.834 -2.460
H -0.348 -3.380 -3.135
H -2.113 -3.507 -3.074
H 0.373 -4.337 0.630
H 0.979 -2.656 0.492
H 1.241 -3.776 -0.822
H -3.666 -2.145 -1.792
H -5.289 -0.831 -3.016
H -4.854 1.570 -3.567
H -2.689 2.576 -2.786
H 1.364 2.530 -1.058
H 1.689 4.582 0.308
H -0.258 5.673 1.403
H -2.516 4.687 1.113
H -2.821 2.656 -0.262
Te 2.835 -0.355 -1.964
C 4.760 -0.011 -1.134
C 5.128 0.056 0.185
C 6.516 0.304 0.384
C 7.210 0.424 -0.785
S 6.146 0.236 -2.124
H 4.398 -0.063 0.975
H 6.979 0.389 1.360
H 8.266 0.612 -0.910
C 1.783 0.381 3.599
P 0.638 0.078 2.176
C -0.370 -1.263 2.950
C -0.529 1.465 2.513
H 1.241 0.489 4.548
H 2.356 1.289 3.404
H 2.490 -0.447 3.676
H -0.756 -0.992 3.941
H 0.230 -2.172 3.031
H -1.203 -1.474 2.276
H -0.828 1.506 3.568
H -1.416 1.323 1.892
H -0.078 2.417 2.223
*
```

Atomic partial charges in e from the natural (NBO) method, atoms 1 to 5:
1. Pd -0.111
2. C -1.127
3. Si 1.824
4. C -1.131
5. C -1.145